[1]
DFT (the ωB97M-V functional and the def2-TZVPD basis) results for 10 unconnected molecules or ions with the total composition C36H54F6O27P at a distorted geometry.

XYZ file:
```
124
C36H54F6O27P | OMol25 | the ωB97M-V functional and the def2-TZVPD basis
P -0.44148 -0.50325 0.89699
F -0.72157 -1.68839 -0.15758
F -0.30637 0.56148 -0.35194
F -2.01987 -0.16280 0.87374
F -0.13515 0.73990 1.88844
F -0.53817 -1.53776 2.14107
F 1.14910 -0.78076 0.76237
C -1.47731 -5.28227 2.98645
C -1.11252 -4.62596 1.67406
C 0.32908 -4.75578 1.20326
O 0.22029 -5.09300 -0.16369
C -1.03905 -5.53136 -0.40252
O -1.39793 -6.00505 -1.42955
O -1.87027 -5.20480 0.59887
H -0.92733 -4.90158 3.84928
H -1.30790 -6.36160 3.04286
H -2.54633 -5.13222 3.13785
H -1.41142 -3.57668 1.68783
H 0.72425 -5.54854 1.85681
H 0.98137 -3.90635 1.39245
C -0.02354 3.73033 3.53909
C -1.24464 3.17556 4.22835
C -1.24223 1.66105 4.43430
O -1.68519 1.48291 5.78506
C -1.56003 2.64847 6.44216
O -1.75363 2.79867 7.60267
O -1.27216 3.63982 5.59660
H -0.14016 4.81582 3.48535
H 0.17312 3.36124 2.53378
H 0.86368 3.53477 4.14044
H -2.17269 3.50908 3.76146
H -0.29373 1.14431 4.32025
H -1.99033 1.18127 3.80367
C -2.54011 2.76910 -0.12844
C -3.55476 3.87575 -0.29691
C -3.42552 5.02847 0.75331
O -3.00246 6.13558 -0.03098
C -2.92544 5.84194 -1.32128
O -2.68609 6.63636 -2.18586
O -3.35316 4.59045 -1.53765
H -1.50110 3.10417 -0.11847
H -2.61474 2.00722 -0.89830
H -2.72001 2.25112 0.81627
H -4.55682 3.46366 -0.41072
H -2.61533 4.79701 1.44421
H -4.35685 5.28354 1.25168
C -4.33158 0.36759 -2.10876
C -3.41009 -0.83017 -2.21675
C -3.68134 -1.98748 -1.23077
O -3.97685 -3.09019 -2.10542
C -3.85887 -2.74353 -3.38226
O -4.03475 -3.48348 -4.30500
O -3.51983 -1.44286 -3.49706
H -5.33431 0.07748 -2.42946
H -4.02808 1.16124 -2.79765
H -4.30528 0.84929 -1.13415
H -2.37633 -0.50124 -2.07175
H -4.56570 -1.75792 -0.64012
H -2.76953 -2.23796 -0.70353
C -0.74046 2.53083 -3.66769
C -0.73199 4.03390 -3.88652
C 0.60636 4.72025 -3.54076
O 0.75022 5.61815 -4.61865
C 0.05437 5.20624 -5.68958
O 0.17336 5.52137 -6.82775
O -0.83898 4.26008 -5.29168
H -0.80999 2.30135 -2.59920
H 0.08759 2.02641 -4.15922
H -1.68974 2.12521 -4.02947
H -1.58597 4.51670 -3.41106
H 1.39895 3.99412 -3.36826
H 0.35714 5.23407 -2.61120
C 2.84292 1.22819 -1.86084
C 2.50518 2.41440 -0.99692
C 2.85371 2.23140 0.49303
O 3.48810 3.46560 0.84763
C 3.77156 4.16448 -0.25591
O 4.44343 5.14326 -0.31670
O 3.25778 3.55916 -1.34900
H 2.27304 0.33701 -1.59247
H 3.91800 1.04680 -1.87218
H 2.52525 1.40329 -2.89358
H 1.41990 2.55533 -1.04252
H 3.53694 1.40245 0.67308
H 1.89891 2.08393 0.99276
C 0.15882 -2.48038 -3.12734
C 0.39776 -3.82314 -3.78287
C -0.81620 -4.43102 -4.45705
O -0.31285 -4.87452 -5.71841
C 0.91014 -4.34985 -5.93622
O 1.56672 -4.49150 -6.91057
O 1.32337 -3.62938 -4.87031
H -0.22434 -1.78095 -3.88290
H 1.05010 -1.98798 -2.74537
H -0.68504 -2.51844 -2.43732
H 0.86998 -4.51176 -3.07928
H -1.67823 -3.77685 -4.57552
H -1.15105 -5.28972 -3.87420
C 3.80710 -3.70506 -1.11933
C 3.90745 -2.37852 -0.37561
C 4.26637 -2.43841 1.12058
O 5.44649 -1.64574 1.17236
C 5.74026 -1.08095 -0.00567
O 6.68982 -0.37676 -0.16991
O 4.88453 -1.52290 -0.94726
H 4.69613 -4.29657 -0.89027
H 3.74082 -3.45991 -2.17807
H 2.93153 -4.28408 -0.82714
H 2.96877 -1.82545 -0.48034
H 4.41848 -3.49855 1.33499
H 3.49329 -2.02537 1.76278
C 0.34986 -1.48471 5.62792
C 1.76619 -0.94465 5.65675
C 2.53656 -1.27409 4.36877
O 3.09288 -0.05130 3.92620
C 2.53219 0.95135 4.61703
O 2.71506 2.10770 4.44008
O 1.76262 0.47940 5.62129
H 0.36255 -2.57790 5.65753
H -0.24395 -1.12970 4.78885
H -0.14915 -1.21243 6.56135
H 2.26275 -1.23657 6.58360
H 1.87082 -1.70145 3.61139
H 3.21085 -2.11758 4.53973
```

Calculated values
HOMO level, eV: -9.102
Relative energy (zero: lowest compared OMol25 entry of this formula, charge and spin), kcal/mol: 6.8
Charge: -1

Results of the Löwdin charge analysis, in e, for atoms 1 through 99: 0.193, -0.155, -0.183, -0.148, -0.152, -0.149, -0.157, -0.019, -0.319, -0.104, 0.065, -0.559, 0.167, 0.098, 0.082, 0.090, 0.089, 0.126, 0.131, 0.125, -0.011, -0.285, -0.094, 0.064, -0.592, 0.156, 0.092, 0.090, 0.076, 0.076, 0.141, 0.099, 0.130, -0.039, -0.265, -0.059, 0.077, -0.593, 0.154, 0.068, 0.094, 0.046, 0.087, 0.149, 0.119, 0.133, -0.019, -0.314, -0.055, 0.076, -0.590, 0.144, 0.085, 0.098, 0.084, 0.069, 0.134, 0.137, 0.100, -0.012, -0.305, -0.081, 0.086, -0.553, 0.164, 0.074, 0.064, 0.090, 0.083, 0.129, 0.123, 0.136, -0.009, -0.334, -0.064, 0.087, -0.570, 0.162, 0.083, 0.072, 0.094, 0.081, 0.131, 0.135, 0.110, -0.006, -0.302, -0.076, 0.082, -0.575, 0.158, 0.078, 0.098, 0.079, 0.068, 0.145, 0.116, 0.125, -0.001

***

[2]
DFT (the ωB97M-V functional and the def2-TZVPD basis) results for a molecular structure, C36H54HfN9O3S2 at a distorted geometry.

XYZ file:
```
105
C36H54HfN9O3S2 | OMol25 | the ωB97M-V functional and the def2-TZVPD basis
Hf 0.23029 0.80835 0.52324
C 0.88203 1.46700 4.75133
C 0.62260 2.06881 3.39227
C 0.81368 3.57271 3.35627
O 1.51162 1.44374 2.36253
C -0.75671 1.66686 2.84539
O -1.55711 1.01164 3.45210
O -0.90045 2.01652 1.55282
H 1.79645 1.87929 5.18022
H 0.97223 0.38274 4.69647
H 0.05613 1.70772 5.41795
H 1.83312 3.82382 3.65251
H 0.13634 4.04680 4.06751
H 0.61505 3.97422 2.36331
H 2.40329 1.40468 2.73556
C 3.95620 1.92851 0.54071
N 3.66483 1.94673 -0.88589
C 4.17041 3.12576 -1.59359
C 2.84824 1.06913 -1.47166
N 1.90135 0.43488 -0.72937
C 1.51717 -0.89951 -1.11376
C 2.49311 -1.88738 -1.26813
C 2.15582 -3.17577 -1.62267
C 0.81194 -3.51679 -1.75913
C -0.17027 -2.57366 -1.53825
C 0.15168 -1.23859 -1.26148
N -0.85502 -0.24107 -1.00244
C -2.10750 -0.40018 -1.50411
N -2.34125 -0.81859 -2.76415
C -3.39680 -1.78700 -3.07062
C -1.41068 -0.55957 -3.85040
N -3.15469 -0.08283 -0.74175
C -4.43806 0.33910 -1.30572
C -3.12070 -0.09818 0.71768
N 2.99869 0.82427 -2.77752
C 1.87102 0.46218 -3.61334
C 4.29901 0.84453 -3.44926
H 4.99240 2.23319 0.68090
H 3.83819 0.91936 0.93162
H 3.31963 2.63221 1.08047
H 3.96063 4.00272 -0.98066
H 3.65940 3.24059 -2.54399
H 5.24570 3.06383 -1.75825
H 3.53319 -1.61383 -1.13458
H 2.93017 -3.91379 -1.78110
H 0.53161 -4.52881 -2.02027
H -1.21012 -2.86889 -1.59848
H -3.87873 -2.12771 -2.15897
H -2.93910 -2.64989 -3.55804
H -4.14530 -1.36900 -3.74354
H -1.01082 0.44582 -3.75284
H -1.96748 -0.61668 -4.78400
H -0.59785 -1.28693 -3.88978
H -4.30551 0.68742 -2.32578
H -4.82223 1.15486 -0.69321
H -5.17449 -0.46379 -1.29188
H -2.25526 -0.65296 1.07012
H -4.01720 -0.59966 1.08296
H -3.10385 0.91182 1.12884
H 0.95467 0.75265 -3.11023
H 1.85722 -0.60745 -3.83421
H 1.94649 1.01261 -4.55178
H 5.10265 0.90182 -2.72180
H 4.37890 1.67655 -4.14905
H 4.40301 -0.08629 -4.00787
C 0.03557 5.16101 -3.37875
N -1.08152 4.47425 -2.75289
C -2.45687 4.70246 -3.21022
C -3.29311 3.89317 -2.20545
N -2.26494 3.12050 -1.48461
C -1.02702 3.59282 -1.77389
S 0.40334 3.12877 -0.97349
H 0.21311 4.76928 -4.38099
H 0.92626 5.03669 -2.77166
H -0.19984 6.22131 -3.45359
H -2.57223 4.34414 -4.23367
H -2.68161 5.76757 -3.19265
H -3.99240 3.22861 -2.70661
H -3.84827 4.53444 -1.52233
H -2.43148 2.83282 -0.53128
N 0.13923 -0.96111 1.76257
S 0.41279 -2.56708 1.69386
C -1.15919 -3.39640 1.82163
C -2.17410 -2.91391 2.63674
C -3.33496 -3.66031 2.76447
C -3.46379 -4.87380 2.09622
C -2.43549 -5.34742 1.29269
C -1.27195 -4.60415 1.14701
C 1.14238 -3.01423 3.25255
C 2.12396 -3.99220 3.19335
C 2.68399 -4.44856 4.37887
C 2.26500 -3.92161 5.59121
C 1.28057 -2.93885 5.63135
C 0.70614 -2.47985 4.45762
H -0.28338 -0.73603 2.66468
H -2.07083 -1.98372 3.18461
H -4.13209 -3.30471 3.40356
H -4.36613 -5.45802 2.21531
H -2.53296 -6.29852 0.78736
H -0.45986 -4.96882 0.53095
H 2.45208 -4.39105 2.24127
H 3.44979 -5.21131 4.35156
H 2.70493 -4.27872 6.51223
H 0.94980 -2.53893 6.58027
H -0.08390 -1.73923 4.51099
```

Calculated values
HOMO level, eV: -16.044
Relative energy (zero: lowest compared OMol25 entry of this formula, charge and spin), kcal/mol: 9.2
Charge: +3

Results of the Löwdin charge analysis, in e, for atoms 1 through 99: 1.567, 0.019, -0.465, 0.019, -0.139, -0.550, 0.144, -0.239, 0.110, 0.078, 0.118, 0.107, 0.119, 0.085, 0.125, -0.022, -0.117, -0.018, -0.411, -0.064, -0.292, -0.013, -0.042, -0.058, -0.050, -0.281, -0.010, -0.357, -0.129, -0.019, -0.012, -0.103, -0.018, -0.022, -0.113, -0.021, -0.006, 0.113, 0.093, 0.085, 0.105, 0.092, 0.107, 0.133, 0.125, 0.125, 0.122, 0.096, 0.107, 0.106, 0.085, 0.111, 0.091, 0.093, 0.104, 0.104, 0.047, 0.115, 0.085, 0.056, 0.105, 0.115, 0.100, 0.104, 0.109, -0.012, -0.138, -0.070, -0.097, 0.038, -0.723, 0.733, 0.106, 0.055, 0.109, 0.136, 0.138, 0.111, 0.133, 0.116, -0.378, 1.140, -0.387, -0.085, -0.040, -0.034, -0.040, -0.078, -0.387, -0.072, -0.038, -0.030, -0.038, -0.082, -0.005, 0.105, 0.123, 0.124, 0.123